[1]
DFT (the ωB97M-V functional and the def2-TZVPD basis) results for 2 unconnected molecules or ions with the total composition CH3N2S in a non-equilibrium geometry.

As for the spin multiplicity: 1. The value obtained for the energy relative to the best compared isomer or geometry (same formula, charge and spin) is 405.3 kJ/mol. As for the charge: +1.

```
7
Properties=species:S:1:pos:R:3:forces:R:3
C -0.43653 -0.30240 -0.64163 0.1 -0.8 -1.5
N 0.08283 -0.76538 -1.85607 3.9 1.2 -0.4
N -0.06072 -0.10071 0.54938 -1.8 3.5 2.2
S -1.60022 -0.56792 -1.79982 -2.9 0.6 0.2
H 0.67299 -0.05234 -2.44280 -1.4 -1.4 1.4
H 0.91291 0.15101 0.72802 -0.1 -0.2 0.1
H -1.13219 1.10929 1.50706 2.3 -2.8 -2.0
```
Forces are in eV/Å.

[2]
DFT (the ωB97M-V functional and the def2-TZVPD basis) results for a molecular structure, C38H48CoGe2N4S2.

As for the spin multiplicity: 4. The value obtained for the energy relative to the best compared isomer or geometry (same formula, charge and spin) is 20.5 kJ/mol.

```
95
Properties=species:S:1:pos:R:3:forces:R:3
Co -1.30453 -0.95266 -0.81604 -0.3 0.5 0.0
C -1.79783 1.45867 1.16817 0.1 0.0 0.0
N -2.32686 1.03530 -0.13494 -0.1 0.2 0.1
C -1.92661 1.97540 -1.18855 0.0 -0.1 -0.2
C -2.27101 1.40238 -2.54739 -0.1 0.1 0.2
N -1.39660 0.25798 -2.87777 0.2 0.0 -0.1
C -2.08858 -0.59546 -3.86842 0.0 -0.1 0.0
C -0.12209 0.72449 -3.40297 0.1 0.0 0.0
C -0.06590 1.24398 -4.69549 -0.1 0.1 -0.1
C 1.12550 1.63073 -5.28026 0.0 0.0 0.0
C 2.30867 1.49812 -4.57017 0.0 0.0 0.0
C 2.27211 1.00094 -3.28135 0.0 0.1 0.0
C 1.06981 0.63665 -2.67353 0.1 0.1 0.2
S 1.08199 -0.10795 -1.05124 0.0 -0.1 -0.1
C -3.77725 0.92978 -0.06770 -0.2 -0.2 0.0
C -4.55615 2.02860 0.27864 0.1 0.1 0.0
C -5.93471 1.93313 0.35150 0.0 0.1 0.0
C -6.55164 0.71978 0.07409 0.0 0.0 0.0
C -5.78886 -0.37905 -0.27226 0.1 0.1 0.0
C -4.39316 -0.29467 -0.35125 0.1 0.1 0.0
S -3.47514 -1.70968 -0.80278 -0.2 -0.3 -0.1
H -2.06827 2.49454 1.40901 0.0 0.0 0.0
H -0.71359 1.36545 1.17287 0.0 0.0 0.0
H -2.19362 0.80216 1.94138 0.0 0.0 0.0
H -0.84642 2.12021 -1.13302 0.0 0.0 0.1
H -2.41064 2.95202 -1.06046 0.0 0.0 0.0
H -2.19318 2.18299 -3.31246 0.0 0.0 0.0
H -3.30273 1.04758 -2.53233 0.0 0.0 0.0
H -1.38111 -1.28418 -4.32452 0.0 0.0 0.0
H -2.55791 -0.00775 -4.66346 0.0 0.0 0.0
H -2.86187 -1.16713 -3.35669 0.0 0.0 0.0
H -0.98021 1.34401 -5.26615 0.0 0.0 0.0
H 1.12531 2.01056 -6.29326 0.0 0.0 0.0
H 3.25491 1.76023 -5.02455 0.0 0.0 0.0
H 3.19290 0.86172 -2.73577 0.0 0.0 -0.1
H -4.08206 2.97767 0.50361 0.0 0.0 0.0
H -6.52470 2.79749 0.62734 0.0 0.0 0.0
H -7.62976 0.63518 0.12975 0.0 0.0 0.0
H -6.24980 -1.33265 -0.49444 0.0 0.0 0.0
C -1.41973 -2.16812 4.21726 -0.1 0.0 -0.1
C -1.81652 -2.23445 2.74216 0.3 0.1 -0.2
Ge -0.45705 -1.68661 1.33321 0.2 -0.5 0.7
C 0.84889 -3.23184 1.18265 -0.2 0.1 0.1
C 1.34548 -3.81828 2.50486 0.0 0.0 -0.2
C 0.77083 -0.55170 2.42692 0.0 0.0 0.1
C 1.72261 0.37731 2.26865 0.1 0.1 -0.5
Ge 2.15927 1.23227 0.50925 0.0 0.3 0.1
C 4.08763 1.20116 -0.05241 -0.4 -0.1 0.2
C 4.88304 2.49411 0.13727 -0.1 0.0 -0.1
C 1.45169 3.10081 0.29435 0.2 -0.4 0.0
C 1.67515 4.01845 1.49800 0.0 0.0 -0.1
C 2.55449 0.86151 3.41194 0.2 0.1 0.2
C 2.46044 0.32814 4.70460 0.0 0.0 -0.1
C 3.25416 0.79504 5.73667 0.0 0.0 0.0
C 4.18014 1.80703 5.52264 0.0 0.0 0.0
C 4.29119 2.35227 4.25597 0.0 0.1 0.0
C 3.48873 1.88149 3.22839 -0.2 -0.2 -0.1
H -2.22115 -2.55053 4.85544 0.0 0.0 0.0
H -1.22429 -1.13802 4.52484 0.0 0.0 0.1
H -0.52558 -2.76069 4.42133 0.0 0.1 0.1
H -2.70008 -1.61215 2.57207 0.0 0.0 0.0
H -2.12226 -3.25266 2.47943 0.0 0.0 0.0
H 1.69369 -2.84643 0.60217 0.0 0.0 0.0
H 0.39706 -4.02666 0.58267 0.0 0.0 0.0
H 1.77857 -3.04504 3.14306 0.0 0.0 0.0
H 2.11459 -4.57861 2.33941 0.0 0.0 0.1
H 0.52563 -4.28947 3.05062 0.0 0.0 0.0
H 0.64118 -0.88248 3.45546 0.1 0.1 0.1
H 4.06753 0.94988 -1.11084 0.0 -0.1 0.1
H 4.56785 0.36707 0.46227 0.0 0.0 0.0
H 4.31517 3.36974 -0.18463 0.0 0.0 0.0
H 5.79519 2.45738 -0.46047 0.0 0.0 0.0
H 5.18071 2.64422 1.17421 0.0 0.0 -0.1
H 0.38484 3.03731 0.08758 0.1 -0.1 0.0
H 1.92771 3.51444 -0.59877 0.0 0.0 0.0
H 1.30270 3.56451 2.41747 0.0 0.0 0.0
H 1.15119 4.96583 1.35655 0.0 0.0 0.0
H 2.73182 4.24757 1.63997 0.0 0.0 0.1
H 1.76631 -0.47102 4.92082 0.0 0.0 0.0
H 3.14780 0.36211 6.72365 0.0 0.0 0.0
H 4.80410 2.15839 6.33405 0.0 0.0 0.0
H 4.99828 3.14909 4.05947 0.0 0.0 0.0
H 3.58639 2.32677 2.24815 0.0 0.0 0.1
N 1.55567 -3.68888 -5.91653 0.0 0.0 0.0
C 0.91602 -3.79737 -4.96787 0.2 0.0 -0.3
C 0.12128 -3.89274 -3.78458 -0.2 0.0 0.4
C -0.69959 -4.98747 -3.52398 0.1 0.1 0.0
C -1.42288 -4.99065 -2.34546 0.0 -0.1 0.0
C -1.33781 -3.90010 -1.49796 0.1 0.0 0.0
N -0.59302 -2.82199 -1.76731 -0.1 -0.2 -0.4
C 0.14400 -2.84011 -2.87039 0.1 -0.1 -0.1
H -0.75660 -5.80809 -4.22579 0.0 0.0 0.0
H -2.05857 -5.82477 -2.08531 0.0 0.0 0.0
H -1.88609 -3.87283 -0.56411 -0.1 0.0 0.0
H 0.79381 -1.99071 -3.04623 -0.1 0.1 0.0
```
Forces are in eV/Å.

[3]
DFT (the ωB97M-V functional and the def2-TZVPD basis) results for a molecular structure, C24H20AuF5N4OPS in a non-equilibrium geometry.

As for the spin multiplicity: 1. The value obtained for the energy relative to the best compared isomer or geometry (same formula, charge and spin) is 19.2 kJ/mol. As for the charge: +1.

```
57
Properties=species:S:1:pos:R:3:forces:R:3
Au -1.26291 0.98666 -0.02897 0.0 0.3 -0.2
O -2.05866 0.41473 2.81668 0.2 -0.4 1.0
C -0.94836 0.41547 2.97866 0.2 0.8 -1.3
C 0.45224 0.50850 3.22710 -1.2 -0.3 0.5
C 0.76829 0.54636 4.58703 0.0 0.0 0.6
C 2.09460 0.57686 4.96342 -0.1 0.0 0.0
C 3.07050 0.56522 3.97625 0.1 0.0 -0.1
C 2.72599 0.54839 2.62654 0.1 0.0 0.1
C 1.40562 0.52069 2.21697 0.3 -0.1 -0.7
P 0.94316 0.60346 0.42248 0.0 -0.1 -0.1
C 1.75246 -0.85039 -0.29795 0.2 0.0 0.2
C 1.91772 -0.86016 -1.68265 0.0 0.0 0.0
C 2.50550 -1.95285 -2.29983 0.0 0.0 0.0
C 2.92082 -3.04431 -1.54624 0.0 0.0 0.0
C 2.73680 -3.05009 -0.17239 0.0 0.0 0.0
C 2.15199 -1.95511 0.45206 0.0 0.0 0.0
C 1.90799 2.03581 -0.13764 0.1 0.0 0.0
C 3.25660 1.92746 -0.48635 0.0 0.0 0.0
C 3.95261 3.04134 -0.92521 0.0 0.0 0.0
C 3.30796 4.26945 -1.02293 0.0 0.0 0.0
C 1.97018 4.38426 -0.67847 -0.1 0.0 0.0
C 1.26692 3.27163 -0.23466 0.1 0.0 0.0
H -0.02345 0.55355 5.32769 0.1 0.0 0.0
H 2.36167 0.60871 6.01071 0.0 0.0 0.0
H 4.11585 0.57556 4.26044 0.0 0.0 0.0
H 3.50253 0.56125 1.87472 0.1 0.0 0.0
H 1.58303 -0.01901 -2.27789 0.0 0.0 0.0
H 2.64208 -1.95064 -3.37369 0.0 0.0 0.0
H 3.38779 -3.89127 -2.03269 0.0 0.0 0.0
H 3.05383 -3.90190 0.41608 0.0 0.0 0.0
H 2.01260 -1.97243 1.52698 0.0 0.0 0.0
H 3.76045 0.96869 -0.44453 0.0 0.0 0.0
H 4.99498 2.95047 -1.20196 0.0 0.0 0.0
H 3.85039 5.13588 -1.37964 0.0 0.0 0.0
H 1.46449 5.33736 -0.76427 0.0 0.0 0.0
H 0.22009 3.36064 0.02992 0.0 0.0 0.0
C -4.35450 -4.00883 -1.49461 0.0 0.1 0.0
C -3.69094 -2.94465 -2.28907 0.0 -0.1 0.0
N -3.80566 -2.76232 -3.56313 0.4 0.4 0.4
N -3.01065 -1.66381 -3.79799 -0.2 -0.1 -0.4
C -2.42000 -1.15126 -2.71401 0.0 0.0 -0.3
S -1.43439 0.19175 -2.65916 0.2 0.1 -0.1
N -2.84158 -1.99430 -1.73543 -0.2 -0.2 0.7
N -2.47334 -1.85774 -0.39762 0.0 0.0 -0.3
H -4.91856 -4.64813 -2.16815 0.0 0.0 0.0
H -5.04094 -3.57883 -0.76304 0.0 0.0 0.0
H -3.62230 -4.61605 -0.96036 0.0 0.0 0.0
H -2.94003 -1.28445 -4.72649 0.0 0.0 0.0
H -3.29466 -1.74138 0.18164 -0.1 0.0 0.0
H -1.93368 -2.66466 -0.11316 0.0 -0.1 0.1
F -3.06465 3.12205 -0.93843 0.2 0.1 -0.2
C -3.02001 2.18918 0.05725 -0.2 0.0 0.5
F -3.09660 2.92292 1.24687 0.2 0.0 -0.1
C -4.38027 1.50144 0.02538 -0.1 -0.1 0.0
F -4.52133 0.74335 -1.07355 0.0 -0.2 -0.1
F -4.49462 0.68061 1.09478 0.0 -0.2 0.0
F -5.40564 2.34482 0.06250 -0.1 0.1 0.0
```
Forces are in eV/Å.

[4]
DFT (the ωB97M-V functional and the def2-TZVPD basis) results for a molecular structure, C11H24BF4NNaO2P in a non-equilibrium geometry.

Its electronic energy is -42630.1081 eV. As for the spin multiplicity: 1.

```
45
Properties=species:S:1:pos:R:3:forces:R:3
C -3.58774 -0.26998 3.40005 -0.1 -0.1 -0.3
O -3.54746 0.58743 2.24747 0.5 -0.9 0.0
C -3.27619 -0.14212 1.05472 -0.1 0.9 -0.6
C -3.03724 0.92471 -0.10338 -0.5 -0.8 0.0
C -3.14333 0.25230 -1.55690 0.7 1.0 0.3
C -1.73690 0.25628 -2.30492 -0.6 -0.8 0.1
C -1.00083 -1.16977 -2.24617 0.1 1.0 -1.4
C 0.57187 -0.98721 -2.14129 -0.4 -0.5 0.3
C 1.11409 -1.26641 -0.67343 -0.1 -1.0 -1.0
C 2.69103 -1.13945 -0.54812 -1.1 -0.8 0.4
B 3.19715 0.23157 0.19133 1.3 -0.8 0.2
N 4.74601 0.19754 0.18341 -0.2 0.7 -0.5
P 2.74007 1.80884 -0.85993 0.7 -0.6 -3.2
O 2.84365 1.56118 -2.39360 -0.5 0.3 2.0
C 2.74378 0.33736 1.78542 0.1 0.0 0.4
F 3.87876 0.58453 2.58613 -1.7 -0.1 -0.5
F 2.22142 -0.89602 2.27669 0.1 1.4 -0.3
C 1.74673 1.50885 2.13343 0.3 -0.6 2.3
F 1.59696 1.51365 3.54426 -0.2 0.2 -1.5
F 0.45687 1.31717 1.63363 1.5 0.2 0.2
H -3.61765 0.37865 4.31645 0.2 -0.7 -1.0
H -2.66013 -0.92162 3.36718 -1.1 0.6 0.5
H -4.53607 -0.89685 3.35951 1.1 0.5 0.2
H -2.35121 -0.80561 1.14855 -0.8 0.6 0.1
H -4.18593 -0.78635 0.84037 0.9 0.4 -0.1
H -3.83615 1.70944 0.04036 0.9 -0.8 -0.2
H -2.01852 1.39742 0.00381 -1.2 -0.5 0.1
H -3.86491 0.84020 -2.19270 0.6 -0.8 0.8
H -3.52775 -0.80779 -1.46544 0.2 1.0 -0.2
H -1.04509 1.05946 -1.92140 -0.8 -0.9 -0.2
H -1.94514 0.50029 -3.38323 0.5 -0.3 1.0
H -1.24490 -1.65246 -3.24761 0.2 0.2 1.2
H -1.44133 -1.84530 -1.44580 1.4 3.0 -1.5
H 0.80626 0.04910 -2.51381 0.1 -1.0 0.5
H 1.04269 -1.71122 -2.86293 -0.2 0.7 0.8
H 0.86309 -2.36847 -0.47212 0.0 1.0 -0.1
H 0.53951 -0.67768 0.09496 0.7 -0.3 -0.7
H 3.02500 -2.00604 0.11106 -0.3 1.0 -0.6
H 3.19017 -1.31725 -1.54563 -0.7 0.5 0.9
H 5.09051 -0.75384 0.06160 0.1 0.5 -0.2
H 5.11346 0.81726 -0.54599 0.2 -0.7 0.3
H 1.43543 2.33115 -0.56123 0.5 0.3 0.2
H 3.74815 2.80855 -0.56959 -0.9 0.0 0.4
H 2.16337 2.53130 1.89629 -0.6 -1.2 -0.2
Na -2.00049 -3.16287 -0.79267 -0.6 -1.8 1.1
```
Forces are in eV/Å.